A structure of composition C3H9AuO3 at a distorted geometry, computed with ωB97M-V/def2-TZVPD.

Computed properties:
* max |F|: 8.8 eV Å⁻¹
* LUMO energy (alpha / beta): -4.19 / -7.65 eV
* molar mass: 290.069 g/mol
* Kohn-Sham gap (alpha / beta): 7.34 / 7.96 eV

Geometry as ORCA input:
```
! wB97M-V def2-TZVPD RIJCOSX def2/J DEFGRID3
* xyz 1 4
Au -0.257 -0.705 2.815
O 1.001 -1.936 3.074
H 0.794 -2.773 3.729
C -1.448 0.735 5.134
O -0.373 -0.035 4.622
C 0.581 -0.434 5.601
C 1.659 -1.304 4.990
H -2.130 0.951 4.304
H -1.982 0.169 5.910
H -1.051 1.677 5.541
H 0.034 -0.988 6.380
H 1.035 0.476 6.024
H 2.451 -1.390 5.754
H 2.249 -0.663 4.309
O 1.170 -3.022 5.090
H 1.979 -3.539 5.068
*
```